Record 1
The following is a DFT calculation (ωB97M-V/def2-TZVPD) of a molecular structure, C47H39N8O2PSTl in a non-equilibrium geometry.

The geometry in XYZ format:
```
99
C47H39N8O2PSTl (ωB97M-V/def2-TZVPD)
Tl -1.3274 -0.3567 -1.0076
S -2.4975 2.3209 0.0155
P 2.0679 0.8088 3.2418
O -0.8775 1.3963 -3.4000
O 1.0160 -1.3096 -0.2088
N 1.2959 0.4799 -2.4420
N -2.9150 -1.2023 -3.3563
N -0.5304 -0.8111 3.8168
N -4.0303 -0.3296 -1.0768
N -4.6364 2.0521 1.4593
N 1.7748 -0.6059 4.1909
N -4.5822 0.3517 -0.0523
N 2.4271 -0.0866 -2.5100
C 6.0181 -3.2379 -1.8583
C -1.6832 -2.7698 4.6922
C 4.8977 -1.0532 -3.2124
C 0.7006 -2.5458 4.9835
C -3.9731 1.4877 0.4190
C 4.5622 1.0950 4.4049
C 0.4719 4.6599 5.1174
C 2.4779 2.5193 -3.2877
C -6.2929 -1.1622 -1.5600
C 6.1237 -1.5931 -3.5529
C 2.4560 3.7003 -3.9807
C 0.4081 2.2001 5.0839
C 1.5128 2.2212 4.2209
C 2.9053 -1.0669 -1.7058
C -2.6307 -3.1006 -4.8159
C -4.5591 -2.9945 -3.4046
C 5.9420 1.1728 4.4146
C 2.1347 3.4642 3.9264
C 0.6170 -1.3142 4.2686
C -8.4990 -0.9691 -2.4317
C 4.0429 -3.2233 -0.3031
C -3.8435 -3.6792 -4.3870
C 0.0428 3.5308 -4.1401
C -4.1439 -1.7199 -2.9495
C -8.1610 -1.2951 -0.0285
C 1.3540 1.7865 -3.0056
C 6.6870 -2.7690 -2.9854
C 5.9845 0.9417 2.0269
C 0.1052 2.2960 -3.4729
C 2.1638 -1.6411 -0.5378
C -1.5851 -1.6172 3.9189
C 6.6743 1.0415 3.2462
C -2.2227 1.8041 -3.7539
C 4.1595 -1.6298 -2.1828
C -9.0041 -1.0511 -1.1430
C 2.8498 -2.7636 0.1012
C -0.4767 -3.2432 5.2637
C 1.6191 4.6668 4.4060
C -0.0725 3.3900 5.5324
C -6.8032 -1.2117 -0.2333
C 3.8756 0.9868 3.1938
C 4.8068 -2.7092 -1.4296
C -4.8477 -1.0188 -1.8240
C -7.0953 -1.0722 -2.6283
C 4.5925 0.8348 1.9891
C -2.2551 -1.9061 -4.2536
C 1.2605 4.1978 -4.4864
H 2.2926 -3.2621 0.9126
H -8.5430 -1.4163 1.0175
H -2.4520 2.7600 -3.2215
H 2.1768 5.6011 4.1952
H 1.1174 5.0876 -5.1477
H -2.2224 1.9082 -4.8994
H 3.1244 3.4063 3.4159
H -1.2689 -1.4387 -4.5144
H -0.9177 3.9566 -4.4513
H 1.7019 -2.9040 5.1760
H -5.5553 -3.3269 -3.1326
H -2.9501 1.0686 -3.4636
H -9.1556 -0.7167 -3.2191
H 2.5004 -1.1071 4.6608
H -10.0808 -1.0357 -0.9790
H 7.7829 1.1574 3.2382
H 4.1244 0.7029 1.0408
H -6.7135 -1.0902 -3.6706
H -0.0151 5.5978 5.4992
H -6.0808 -1.2287 0.5457
H 6.4985 -4.0313 -1.2511
H 7.5414 -3.1815 -3.4673
H 4.5597 -0.2152 -3.8234
H -0.9176 3.4045 6.2164
H 6.6954 -1.1635 -4.3538
H -5.6154 1.8135 1.4976
H -4.2350 -4.6037 -4.7416
H 3.3944 4.1915 -4.2044
H 6.5011 1.0800 1.1173
H -4.4167 2.9671 1.8131
H 3.4297 2.1008 -3.0036
H -2.4616 -1.2722 3.4103
H 6.5165 1.3472 5.3475
H -2.6812 -3.2501 4.8742
H -2.0850 -3.5516 -5.6464
H -0.4133 -4.1079 5.9219
H 3.9870 1.1458 5.3150
H -0.1259 1.3114 5.3924
H 4.4797 -4.0524 0.2581
```

Computed properties:
- LUMO energy (alpha / beta) (hartree) = -0.234 / -0.231
- HOMO level (alpha / beta) (eV) = -9.09 / -9.14
- net charge = +1
- ΔE to the lowest compared entry with this formula, charge and spin (kJ/mol) = 26.05
- electronic energy (eV) = -90193.62379



Record 2
The following is a DFT calculation (ωB97M-V/def2-TZVPD) of a molecular structure, C47H40AuN4OSb2 in a non-equilibrium geometry.

The geometry in XYZ format:
```
95
C47H40AuN4OSb2 (ωB97M-V/def2-TZVPD)
Au -0.4958 -0.4754 -0.2028
Sb -3.0529 0.5533 0.2181
Sb -1.8057 2.3232 1.9362
O 10.0021 -6.7352 -4.7039
N 1.2301 -1.9255 0.5256
N 1.3862 -0.2531 -1.6335
N 5.0761 -4.2964 -1.4023
N 5.1825 -2.9120 -3.1509
C 1.1645 -2.6628 1.6228
C 2.2726 -1.2583 -1.5366
C 8.4419 -4.9127 -4.9229
C -3.3910 4.8040 2.9147
C 2.1889 -2.1535 -0.3823
C 2.0492 -3.7080 1.8815
C 8.4342 -6.4978 -3.0421
C -7.3533 2.9757 0.7080
C -1.1833 -0.4056 5.2016
C 3.2795 -1.4266 -2.5018
C -5.7562 1.8478 -0.6976
C -2.3374 3.9472 3.2041
C 0.1695 -0.7225 5.2168
C -2.8178 -3.0747 2.8094
C 5.7260 -3.9847 -2.5804
C 6.8290 -4.7058 -3.1208
C -5.0118 -2.1726 3.2149
C -4.0328 -3.1192 3.4790
C -4.7782 -1.1641 2.2853
C 10.6708 -6.4168 -5.9348
C -1.9014 3.3186 -0.8439
C -2.4305 2.0360 -1.4595
C 3.3677 -0.5159 -3.5606
C 7.3889 -4.2651 -4.3517
C -6.9447 2.5519 -0.5472
C 4.0887 -3.3850 -1.2340
C -1.6746 0.4648 4.2422
C -3.6192 5.8827 3.7566
C -1.5273 4.1263 4.3189
C 0.5353 0.6879 3.2951
C -6.5787 2.6846 1.8232
C 1.0226 -0.1785 4.2672
C 4.1812 -2.5314 -2.3455
C -5.3901 1.9853 1.6772
C -0.8139 1.0137 3.2945
C 3.0189 -3.9917 0.9510
C 3.1130 -3.2087 -0.2092
C -3.5522 -1.1196 1.6488
C -0.7997 3.1607 0.2147
C 1.4872 0.6084 -2.6322
C -1.7683 5.2104 5.1496
C -2.5767 -2.0715 1.8819
C 2.4701 0.5227 -3.6175
C -2.8070 6.0860 4.8643
C -4.9715 1.5738 0.4145
C 8.9945 -6.0438 -4.2734
C 7.3834 -5.8463 -2.4832
H -4.0316 4.6403 2.0570
H 1.9623 -4.2786 2.7950
H -5.4608 1.5120 -1.6846
H 8.8770 -7.3726 -2.5843
H -8.2785 3.5247 0.8189
H -2.9849 6.9321 5.5146
H -2.7393 3.8881 -0.4258
H 8.8488 -4.5651 -5.8623
H 11.4495 -7.1614 -6.0485
H -2.0677 -3.8340 2.9937
H -2.7303 0.7176 4.2459
H -0.3758 4.1261 0.4859
H -4.2246 -3.9101 4.1921
H -1.5066 3.9352 -1.6597
H 9.9805 -6.4720 -6.7769
H 1.2126 1.1147 2.5641
H -1.8535 -0.8196 5.9432
H -1.6375 -2.0382 1.3377
H 2.5069 1.2620 -4.4048
H 2.0808 -0.4080 4.2964
H -1.1474 5.3663 6.0213
H 6.9846 -6.2210 -1.5500
H -4.8083 1.7509 2.5627
H 0.7556 1.4069 -2.6580
H 0.5604 -1.3827 5.9798
H 0.3836 -2.4068 2.3295
H 4.1418 -0.6504 -4.3044
H -1.6866 1.4881 -2.0356
H -3.3192 2.2059 -2.0657
H 3.7080 -4.8110 1.1132
H -4.4343 6.5647 3.5547
H -5.9678 -2.2236 3.7191
H -6.8980 2.9989 2.8086
H -7.5612 2.7643 -1.4106
H 6.9569 -3.3980 -4.8313
H 0.0018 2.4978 -0.1173
H 5.2962 -5.0722 -0.8008
H 11.1152 -5.4222 -5.8902
H -0.7227 3.4348 4.5384
H -5.5522 -0.4380 2.0724
```

Computed properties:
- spin multiplicity = 3
- LUMO energy (alpha / beta) (hartree) = -0.279 / -0.367
- HOMO level (alpha / beta) (eV) = -14.33 / -15.22
- net charge = +3
- ΔE to the lowest compared entry with this formula, charge and spin (kJ/mol) = 142.24
- electronic energy (eV) = -74137.40945